[1]
DFT (wB97M-V/def2-TZVPD) results for a molecular structure, C28H51BrF5NO10Si2 in a non-equilibrium geometry.

Results
HOMO: -9.3 eV
maximum force: 0.032 Eh/bohr
Kohn-Sham gap: 9.74 eV
E_LUMO: 0.46 eV

Each line ends with the Mulliken charge.
Positions of all 98 atoms, in Å:
C -3.52 5.04 7.35  -1.3389
C -2.04 5.36 7.13  -0.4961
C -1.73 6.00 5.77  -0.3368
O -0.71 5.24 5.10  -0.4101
Si -0.15 5.73 3.63  -0.0288
C -0.55 7.57 3.34  -0.3861
C 0.05 8.20 2.13  -0.0301
O 0.46 9.29 2.13  -0.4751
Br 0.21 7.17 0.49  -0.1287
C 1.70 5.48 3.53  -1.2435
C 2.18 4.31 2.66  1.3506
O 2.96 4.79 1.57  -0.5158
C 2.97 3.30 3.49  -0.9953
N 3.22 2.04 2.77  -0.6701
O -0.91 4.87 2.42  0.3317
Si -2.04 3.75 2.81  0.5903
F -3.27 4.36 3.61  -0.2142
C -2.67 3.00 1.25  0.2812
C -1.74 2.33 0.45  -0.5568
C -2.11 1.76 -0.77  -0.7832
C -3.43 1.86 -1.18  -0.5813
C -4.36 2.52 -0.39  -0.5792
C -3.99 3.09 0.83  -0.3819
C -1.32 2.35 3.94  0.6356
F -1.71 1.15 3.43  -0.3572
F 0.04 2.36 3.90  -0.2687
C -1.77 2.40 5.44  0.6139
F -2.38 1.25 5.78  -0.3267
F -0.69 2.54 6.24  -0.2600
H -3.62 4.13 7.93  0.3320
H -4.07 4.90 6.42  0.3111
H -3.99 5.82 7.94  0.3715
H -1.46 4.44 7.20  0.1733
H -1.67 6.01 7.91  0.5473
H -2.64 6.05 5.17  0.3447
H -1.38 7.01 5.95  0.3268
H -0.19 8.14 4.19  0.4008
H -1.63 7.64 3.27  0.3796
H 2.09 5.36 4.54  0.5961
H 2.12 6.38 3.10  0.3900
H 1.37 3.75 2.21  -0.6206
H 3.89 4.60 1.76  0.4102
H 3.92 3.78 3.75  0.5526
H 2.40 3.12 4.39  0.3516
H 2.86 1.28 3.34  0.3149
H 2.66 2.03 1.93  0.3063
H -0.70 2.25 0.76  0.3177
H -1.36 1.25 -1.35  0.7026
H -3.71 1.43 -2.13  0.4161
H -5.39 2.59 -0.73  0.3831
H -4.72 3.60 1.44  0.4688
H -2.44 3.23 5.65  -0.2264
C -1.06 0.76 -7.34  -0.7659
O -0.05 0.17 -6.55  -0.2629
C 0.25 0.93 -5.39  -0.5346
C 0.81 0.05 -4.30  -0.4266
O -0.16 -0.73 -3.61  -0.4051
C -0.68 -1.87 -4.29  -0.5468
C 0.27 -3.03 -4.39  -0.2773
O 1.23 -2.82 -5.42  -0.3315
C 2.42 -3.54 -5.21  -0.6511
H -0.74 1.73 -7.74  0.3227
H -1.26 0.09 -8.17  0.2338
H -1.98 0.90 -6.77  0.3236
H -0.66 1.43 -5.02  0.3371
H 0.99 1.69 -5.65  0.4087
H 1.22 0.71 -3.53  0.4081
H 1.63 -0.57 -4.67  0.1596
H -1.08 -1.59 -5.27  0.2177
H -1.53 -2.19 -3.68  0.3889
H -0.30 -3.94 -4.63  0.2328
H 0.77 -3.17 -3.43  0.3585
H 2.88 -3.27 -4.25  0.3352
H 3.11 -3.29 -6.01  0.2972
H 2.24 -4.63 -5.22  0.1230
C -1.12 -6.83 -3.14  -0.6454
O -0.10 -7.80 -3.11  -0.3063
C 0.86 -7.61 -4.13  0.2109
C 2.20 -8.19 -3.73  -0.5119
O 2.93 -7.40 -2.81  -0.4429
C 2.52 -7.42 -1.45  -0.3713
C 2.90 -8.67 -0.70  -0.5813
O 2.02 -9.74 -1.02  -0.2693
C 2.61 -11.00 -0.82  -0.7686
H -1.69 -6.88 -4.08  0.3246
H -1.78 -7.01 -2.30  0.2905
H -0.69 -5.82 -3.04  0.1815
H 0.99 -6.54 -4.34  -0.3244
H 0.51 -8.11 -5.04  0.4237
H 2.82 -8.21 -4.63  0.4403
H 2.09 -9.22 -3.38  0.2112
H 1.45 -7.21 -1.35  0.1829
H 3.06 -6.59 -0.99  0.3837
H 2.84 -8.48 0.37  0.4080
H 3.93 -8.94 -0.95  0.3462
H 3.52 -11.12 -1.42  0.3285
H 1.89 -11.76 -1.12  0.2331
H 2.85 -11.16 0.24  0.3226

[2]
DFT (wB97M-V/def2-TZVPD) results for a molecular structure, C18H20BCl5LuN6S3 in a non-equilibrium geometry.

Results
HOMO: -11.1 eV
maximum force: 0.024 Eh/bohr
charge: +1
Kohn-Sham gap: 8.56 eV
E_LUMO: -2.56 eV

Each line ends with the Mulliken charge.
Positions of all 54 atoms, in Å:
Lu -0.18 -0.50 1.29  0.4495
Cl 2.95 -1.54 1.65  -0.1330
C 3.01 -0.01 0.84  1.0873
C 1.75 0.50 0.54  -1.2962
C 1.75 1.80 0.04  1.1205
Cl 0.15 2.47 -0.15  -0.1232
C 2.90 2.54 -0.23  -0.5330
Cl 2.81 4.15 -0.81  -0.1656
C 4.14 1.93 0.02  0.8505
Cl 5.59 2.77 -0.34  -0.1682
C 4.20 0.65 0.58  -0.6324
Cl 5.72 -0.08 0.92  -0.1640
C 1.08 3.15 3.43  -0.7922
N -0.22 2.64 3.10  0.3556
C -1.29 3.34 2.59  -0.4654
C -2.29 2.45 2.37  -0.6690
N -1.85 1.20 2.74  0.0669
B -2.76 -0.02 3.10  0.3776
N -2.51 -1.27 2.10  0.4943
C -2.88 -2.53 2.51  -1.0359
C -3.29 -3.25 1.44  -0.3481
N -3.18 -2.45 0.34  0.2450
C -3.42 -2.82 -1.03  -0.9172
C -2.71 -1.25 0.75  -0.0074
S -2.22 0.01 -0.30  -0.4264
C -0.57 1.35 3.18  0.0144
S 0.44 0.08 3.73  -0.3986
H 1.10 4.23 3.29  0.3182
H 1.83 2.69 2.78  0.2871
H 1.32 2.90 4.46  0.3532
H -1.26 4.39 2.43  0.4694
H -3.28 2.60 1.99  0.5560
H -2.46 -0.41 4.18  -0.1059
H -3.89 0.31 2.96  -0.1390
H -2.86 -2.82 3.55  0.5614
H -3.65 -4.26 1.37  0.5162
H -3.27 -3.89 -1.13  0.3660
H -2.72 -2.28 -1.67  0.3449
H -4.44 -2.55 -1.33  0.3099
S -0.02 -3.14 0.42  -0.4101
C 1.52 -3.67 -0.11  0.0355
N 2.18 -4.57 0.60  -0.0393
C 3.44 -5.16 0.18  -0.6356
C 4.19 -4.18 -0.72  -0.3846
C 3.26 -3.73 -1.84  -0.6298
N 2.01 -3.25 -1.27  0.0590
H 1.79 -4.85 1.49  0.2312
H 3.24 -6.09 -0.37  0.2978
H 4.02 -5.40 1.07  0.4032
H 5.07 -4.66 -1.14  0.3679
H 4.51 -3.31 -0.14  0.1394
H 3.05 -4.57 -2.52  0.3010
H 3.70 -2.92 -2.41  0.4025
H 1.45 -2.61 -1.82  0.2391

[3]
DFT (wB97M-V/def2-TZVPD) results for 2 unconnected molecules or ions with the total composition CHF3O2S in a non-equilibrium geometry.

Results
HOMO (spin up / spin down): -11.2 / -9.4 eV
maximum force: 0.039 Eh/bohr
Kohn-Sham gap (spin up / spin down): 10.62 / 5.78 eV
E_LUMO (spin up / spin down): -0.62 / -3.58 eV

Each line ends with the Mulliken charge.
Positions of all 8 atoms, in Å:
C -1.74 0.35 0.06  0.1074
O 1.91 -1.17 1.17  -0.4027
O 1.40 -1.12 -1.25  -0.3804
F -1.80 0.86 1.27  -0.1467
F -1.64 1.27 -0.87  -0.1404
F 2.65 0.79 -0.22  -0.2583
S 1.50 -0.43 0.01  0.8954
H -2.28 -0.55 -0.15  0.3258

[4]
DFT (wB97M-V/def2-TZVPD) results for 2 unconnected molecules or ions with the total composition C2HBrCl4 in a non-equilibrium geometry.

Results
HOMO (spin up / spin down): -8.4 / -8.3 eV
maximum force: 0.092 Eh/bohr
Kohn-Sham gap (spin up / spin down): 8.03 / 7.58 eV
E_LUMO (spin up / spin down): -0.42 / -0.69 eV

Each line ends with the Mulliken charge.
Positions of all 8 atoms, in Å:
C -1.18 -0.65 -0.12  -0.0178
C 1.01 0.66 0.18  0.0910
Cl -1.36 0.00 -1.61  -0.0663
Cl -0.61 -2.17 0.15  -0.0659
Cl 1.23 1.24 -1.41  -0.0834
Cl 0.74 1.94 1.40  -0.1395
Br 2.10 -0.79 0.70  -0.0113
H -1.92 -0.23 0.71  0.2932